No. 1
Molecular formula: C5H8N2
Method: DFT, ωB97M-V/def2-TZVPD

E_HOMO: -8.7 eV
SMILES: C1=N[C@@H]2CCN2C1

Last column: Mulliken charge in e.
Element x y z (Å)
C (0.670360, 1.222436, 1.318637)  -0.072
N (-0.393789, 0.627817, 1.680558)  -0.572
C (-0.989094, 0.077680, 0.479910)  0.088
C (-0.662262, -1.382520, 0.066065)  -0.626
C (-0.243954, -0.767939, -1.278978)  -0.507
N (-0.249819, 0.598923, -0.706410)  -0.277
C (1.015585, 1.064403, -0.144723)  -0.410
H (1.282864, 1.775520, 2.031392)  0.390
H (-2.056699, 0.320371, 0.457399)  0.325
H (0.188858, -1.776170, 0.627042)  0.219
H (-1.468132, -2.120038, 0.066478)  0.331
H (-1.017217, -0.849803, -2.049702)  0.260
H (0.710763, -1.078287, -1.712777)  0.290
H (1.819921, 0.309619, -0.219544)  0.232
H (1.392614, 1.977988, -0.615348)  0.330

Cartesian forces (eV/Å) of the 2 atoms listed first:
C -0.2 -0.1 0.1
N 0.3 0.2 -0.1

=====

No. 2
Molecular formula: C6H16NS
Method: DFT, ωB97M-V/def2-TZVPD

E_HOMO (spin up / spin down): -12.2 / -11.5 eV
Total charge: +1

Last column: Mulliken charge in e.
Element x y z (Å)
C (2.651843, -1.103266, 0.560930)  -0.928
C (-0.870594, 1.508310, -0.942781)  -1.094
C (-0.354808, -0.797107, -1.386535)  -0.842
C (-2.449687, -0.037631, -0.179486)  -0.811
C (2.391131, 0.336639, 0.672581)  -0.374
C (-0.236549, -0.082837, 0.936709)  -0.615
N (-0.999991, 0.099934, -0.335539)  0.121
S (-0.819671, 1.207970, 2.009492)  -0.200
H (2.369961, -1.473883, -0.367441)  0.379
H (2.084274, -1.860103, 1.139735)  0.287
H (3.753113, -1.256966, 0.965951)  0.287
H (-0.882124, 1.642689, -2.010441)  0.415
H (-1.712590, 1.964188, -0.613994)  0.506
H (0.075066, 2.107363, -0.588336)  0.294
H (-0.743768, -1.771875, -1.201095)  0.438
H (-0.618728, -0.540066, -2.466127)  0.365
H (0.650163, -1.127606, -1.244955)  0.176
H (-2.666779, -1.184060, -0.186882)  0.271
H (-2.807106, 0.530893, 0.669526)  0.464
H (-3.154566, 0.326252, -0.992682)  0.363
H (1.951228, 0.920594, -0.171159)  0.246
H (2.816148, 0.836208, 1.474143)  0.405
H (-0.295982, -1.085712, 1.144393)  0.644
H (-0.129986, 0.840070, 3.113993)  0.205

Cartesian forces (eV/Å) of the 2 atoms listed first:
C 2.1 -0.5 2.4
C 3.9 1.1 1.0